# 1
Density functional theory data (ωB97M-V/def2-TZVPD) for C3H4O4Ru as an isolated structure.

Structure (XYZ):
```
12
Properties=species:S:1:pos:R:3:forces:R:3
C -2.034 0.621 -0.042 -0.0214 0.0518 0.0069
C -0.893 -0.012 -0.322 -1.2104 -0.7462 -0.8108
O 0.268 0.748 -0.391 2.3240 -0.2062 0.4299
C 1.447 0.147 -0.308 -4.8602 2.3810 -0.0608
O 1.560 -1.108 -0.372 -0.5303 -1.2597 -0.6393
O 2.444 0.864 -0.017 0.6963 1.0497 -0.1551
O -3.226 -0.013 -0.155 0.7034 -0.0293 0.0727
Ru 3.390 -0.856 0.368 2.9845 -1.7707 1.3569
H -2.040 1.654 0.312 0.0591 -0.1892 -0.2452
H -0.830 -1.024 -0.717 -0.0706 0.2873 0.2109
H -3.946 0.622 -0.161 -0.0771 0.0887 0.1502
H 3.860 -1.643 1.804 0.0026 0.3427 -0.3163
```
Forces are in eV/Å.

Results
2S+1: 6
Orbital gap (alpha / beta), eV: 7.9 / 4.5
F_max, eV/Å: 5.4
Net charge: +1
Energy above the lowest of the compared OMol25 structures with the same formula, charge and spin, kcal per mole: 0.0

***

# 2
Density functional theory data (ωB97M-V/def2-TZVPD) for an isolated ion of composition C2H3ClN3S and charge +1.

Structure (XYZ):
```
10
Properties=species:S:1:pos:R:3:forces:R:3
C 2.722 0.503 0.071 -2.3439 -5.7489 -1.0580
C 0.154 0.047 0.210 -0.3706 0.7809 -1.8199
N 1.785 -1.749 -0.016 1.1921 -0.6586 0.4420
N 3.049 -1.971 0.077 -0.8018 -0.6096 -0.3473
N 1.484 -0.517 -0.057 2.4369 5.8908 1.1374
S 3.988 -0.632 0.092 -0.5030 1.7080 0.2145
Cl 2.478 2.080 -0.192 0.2953 0.8158 0.1921
H -0.507 -0.380 -0.539 -0.5671 -0.6707 0.8498
H -0.063 0.127 1.247 -0.5080 -1.3181 0.9827
H 0.024 1.116 -0.019 1.1702 -0.1896 -0.5933
```
Forces are in eV/Å.

Results
Orbital gap, eV: 9.5
F_max, eV/Å: 6.5
Net charge: +1
Energy above the lowest of the compared OMol25 structures with the same formula, charge and spin, kcal per mole: 28.9

***

# 3
Density functional theory data (ωB97M-V/def2-TZVPD) for one molecule with the formula C5H4N4O3S.

Structure (XYZ):
```
17
Properties=species:S:1:pos:R:3:forces:R:3
C 0.835 0.178 -1.523 -0.9716 -0.9088 1.2208
C -0.385 -0.314 -0.939 0.1669 0.6075 -0.3427
C -0.112 -0.329 0.419 2.2386 0.8841 -1.2435
C -1.674 -0.537 -1.689 0.9430 0.1044 0.0746
C -1.707 -1.046 2.108 -0.3838 -0.2182 0.7553
N 1.712 0.393 -0.558 1.9790 0.9148 -0.9765
N 1.186 0.110 0.624 -2.1976 -1.1729 -1.2572
N -2.768 -0.289 -0.929 -2.5002 0.9514 0.8224
N -0.775 -0.673 1.509 -1.9312 -0.7219 0.9326
O 2.855 -0.584 2.604 -0.4450 -0.5679 0.0541
O -1.718 -0.902 -2.843 0.2158 -0.2573 0.1894
O 2.603 1.655 1.785 2.4895 2.2150 -0.5574
S 1.845 0.390 2.294 1.2186 -0.0583 -1.2704
H 0.988 0.281 -2.610 0.3365 0.1774 0.9491
H -2.766 0.584 -0.320 -0.0882 -1.9880 -1.0779
H -3.698 -0.604 -1.340 1.8202 0.9994 0.6809
H 3.579 1.685 1.409 -2.8905 -0.9608 1.0464
```
Forces are in eV/Å.

Results
Orbital gap, eV: 9.9
F_max, eV/Å: 3.4
Net charge: 0
Energy above the lowest of the compared OMol25 structures with the same formula, charge and spin, kcal per mole: 43.9

***

# 4
Density functional theory data (ωB97M-V/def2-TZVPD) for C23H52ClGaN5O6 as an isolated structure.

Structure (XYZ):
```
88
Properties=species:S:1:pos:R:3:forces:R:3
C 5.612 -3.801 1.949 0.2348 -0.1026 0.1525
C 5.175 -5.072 1.900 -0.1420 -0.0524 0.3071
C 3.854 -5.631 2.351 0.4554 -0.3345 0.4936
Ga 2.208 -4.453 2.125 0.0092 0.0732 0.5918
C 2.472 -2.479 2.399 -0.3266 -0.0339 -0.1595
Cl 1.328 -4.765 0.014 0.0899 -0.0903 -0.1240
C 0.853 -5.052 3.518 0.0689 0.2390 -0.1431
C -0.331 -4.095 3.691 -0.1330 -0.3262 0.1993
C -1.299 -4.126 2.531 0.2552 0.0090 -0.1393
O -1.886 -5.422 2.440 -0.2190 0.0481 0.0946
C -2.597 -5.570 1.239 0.0997 0.1172 -0.0225
H 5.509 -3.175 2.830 -1.3036 0.4942 -0.4712
H 6.082 -3.358 1.075 1.3146 -0.3403 0.4955
H 5.876 -5.809 1.497 -0.5000 0.2567 -1.4286
H 3.857 -6.008 3.385 -0.0301 0.1327 0.0626
H 3.696 -6.524 1.734 -0.0331 -0.0693 0.0927
H 1.518 -1.983 2.193 0.1086 -0.0345 -0.0400
H 3.237 -2.033 1.763 0.0860 0.0206 0.1103
H 2.697 -2.311 3.458 0.2016 0.0591 -0.0470
H 0.503 -6.075 3.358 -0.0547 0.0142 0.0393
H 1.424 -5.048 4.457 0.0455 -0.1089 -0.0182
H -0.900 -4.333 4.603 -0.0250 0.0536 0.0003
H 0.024 -3.066 3.804 -0.0176 0.0189 -0.0606
H -2.096 -3.377 2.654 -0.0053 -0.0119 -0.0059
H -0.763 -3.912 1.600 -0.0302 0.0625 -0.0019
H -3.245 -6.443 1.332 0.0531 -0.0362 -0.0327
H -3.221 -4.687 1.037 -0.0591 -0.0534 0.0185
H -1.913 -5.695 0.391 -0.0263 -0.0243 0.0005
C 0.119 0.532 2.323 0.1344 -0.1093 0.0309
O -0.360 -0.463 1.827 -0.2357 0.1029 -0.0263
N 0.233 1.721 1.686 -0.0161 0.0837 0.0257
C 0.824 2.879 2.313 -0.0623 -0.0221 -0.0745
C -0.254 1.821 0.323 0.0331 -0.1145 0.0410
H 0.525 0.548 3.350 0.0015 0.0089 -0.0085
H 0.111 3.706 2.358 0.0284 0.0260 0.0018
H 1.705 3.214 1.758 0.0269 0.0092 0.0445
H 1.134 2.624 3.326 0.0084 -0.0075 -0.0017
H -1.320 1.592 0.284 -0.0001 -0.0069 -0.0474
H 0.267 1.106 -0.316 -0.0319 -0.0075 -0.0198
H -0.094 2.832 -0.040 -0.0430 0.0202 0.0284
C 8.451 -7.648 3.615 -0.1185 -0.0226 -0.0881
O 7.706 -6.731 3.877 0.1270 0.0494 0.1381
N 8.056 -8.776 2.979 0.0305 -0.0440 0.0002
C 8.967 -9.853 2.677 -0.1067 0.0325 -0.0175
C 6.657 -8.883 2.594 0.0332 0.0414 0.0148
H 9.527 -7.644 3.869 -0.0046 -0.0182 -0.0042
H 9.020 -10.027 1.599 0.0370 -0.0207 0.0028
H 8.650 -10.780 3.160 0.0386 -0.0179 -0.0036
H 9.964 -9.598 3.036 0.0035 0.0024 0.0012
H 6.380 -8.072 1.921 -0.0298 -0.0028 0.0074
H 6.012 -8.817 3.470 -0.0218 0.0087 -0.0141
H 6.498 -9.838 2.096 0.0135 -0.0047 0.0014
C 0.854 5.272 -0.776 0.0494 -0.0047 0.0456
O -0.285 5.334 -0.346 0.0178 0.0251 -0.0134
N 1.250 5.749 -1.967 0.0174 0.0685 -0.0131
C 2.618 5.643 -2.421 -0.0819 0.0231 -0.0346
C 0.252 6.385 -2.818 0.1280 -0.1373 0.1452
H 1.673 4.802 -0.204 -0.0037 -0.0017 -0.0059
H 3.041 6.634 -2.602 0.0317 -0.0109 0.0024
H 2.673 5.068 -3.347 0.0341 -0.0083 0.0045
H 3.219 5.141 -1.665 -0.0026 -0.0066 0.0023
H -0.189 7.240 -2.309 -0.0381 0.0102 -0.0451
H -0.549 5.689 -3.050 -0.0260 0.0404 -0.0352
H 0.719 6.715 -3.742 0.0200 -0.0129 0.0025
C -3.585 6.903 -3.701 0.0292 -0.0557 0.0250
O -2.397 6.856 -3.974 -0.1318 0.0998 -0.0983
N -4.080 6.962 -2.456 -0.0491 0.0328 -0.0106
C -5.507 7.003 -2.201 0.1718 0.0158 0.1067
C -3.151 6.984 -1.335 0.0152 -0.0413 -0.0861
H -4.369 6.895 -4.478 -0.0002 -0.0009 0.0050
H -5.774 7.920 -1.670 -0.0435 -0.0060 -0.0063
H -5.813 6.148 -1.597 -0.0637 0.0015 -0.0236
H -6.054 6.970 -3.138 -0.0284 -0.0074 0.0111
H -2.496 7.854 -1.404 -0.0039 0.0097 0.0298
H -2.520 6.096 -1.325 0.0137 0.0114 0.0289
H -3.717 7.033 -0.408 -0.0085 -0.0007 -0.0028
C -8.101 5.784 -4.684 -0.0039 -0.0228 0.0371
O -8.339 5.862 -3.493 0.0063 0.0309 -0.0523
N -8.474 4.755 -5.468 -0.0140 -0.0001 -0.0516
C -8.161 4.707 -6.880 -0.0394 -0.0646 0.0662
C -9.212 3.659 -4.861 0.0270 0.0492 0.0376
H -7.544 6.564 -5.232 -0.0077 -0.0053 -0.0063
H -9.075 4.660 -7.476 0.0153 0.0153 -0.0289
H -7.550 3.832 -7.110 0.0159 0.0156 -0.0290
H -7.608 5.601 -7.161 0.0032 0.0030 0.0029
H -10.143 4.022 -4.426 -0.0086 -0.0179 0.0020
H -8.626 3.200 -4.065 -0.0104 -0.0183 0.0003
H -9.433 2.915 -5.623 0.0070 0.0041 -0.0085
```
Forces are in eV/Å.

Results
Orbital gap, eV: 5.7
F_max, eV/Å: 1.5
Net charge: -1
Energy above the lowest of the compared OMol25 structures with the same formula, charge and spin, kcal per mole: 0.0

***

# 5
Density functional theory data (ωB97M-V/def2-TZVPD) for C49H40IN3O6P2SrTe as an isolated structure.

Structure (XYZ):
```
103
Properties=species:S:1:pos:R:3:forces:R:3
Sr 1.785 0.429 -1.014 -2.6177 -1.8328 0.3261
C 0.775 3.634 -4.249 0.0186 0.0129 -0.0466
C 0.746 2.242 -4.808 0.0250 0.1193 -0.1840
N 0.936 2.105 -6.105 -0.0075 -0.0581 -0.2077
C 0.882 0.882 -6.654 -0.0544 -0.0884 0.1153
C 0.585 -0.257 -5.932 0.0476 0.1915 0.0865
C 0.477 -1.579 -6.638 0.0136 -0.0648 -0.1289
O -0.862 -1.905 -7.041 -0.0039 -0.0368 0.0548
C 0.394 -0.128 -4.547 -0.2892 -1.2243 0.0357
C -0.029 -1.325 -3.747 0.2499 0.7444 -0.2082
N 0.236 -1.527 -2.518 -0.2263 -0.3211 -0.0597
C -0.279 -2.745 -1.948 0.2926 0.7728 -0.1825
C -0.109 -3.927 -2.663 -0.0289 -0.2493 0.0167
C -0.577 -5.135 -2.175 0.0583 0.0228 -0.0435
C -1.212 -5.166 -0.946 0.0135 0.0860 0.0204
C -1.344 -3.987 -0.230 -0.0452 -0.1638 0.0380
C -0.883 -2.754 -0.687 -0.1126 -0.2399 0.3419
I 2.945 -2.339 -0.537 0.8071 -0.6079 0.0450
C 0.516 1.135 -3.936 -0.2816 -0.2910 0.7405
O 0.372 1.259 -2.666 -0.0395 0.9667 -0.7673
H 0.354 4.309 -4.995 0.0282 0.0743 0.0591
H 1.799 3.955 -4.043 0.0644 -0.0127 0.0282
H 0.218 3.699 -3.316 -0.0697 -0.0597 0.0391
H 1.064 0.804 -7.721 0.0257 0.0967 -0.0444
H 0.888 -2.387 -6.023 -0.0070 0.0243 -0.0009
H 1.047 -1.552 -7.568 -0.0046 0.0361 0.0549
H -1.423 -1.822 -6.262 -0.0184 0.0389 -0.0216
H -0.651 -2.059 -4.280 0.0381 0.0266 -0.0096
H 0.445 -3.901 -3.593 0.0128 0.0018 -0.0024
H -0.404 -6.045 -2.735 -0.0017 -0.0236 -0.0052
H -1.568 -6.098 -0.526 -0.0045 -0.0386 -0.0129
H -1.838 -4.046 0.739 0.0057 0.0844 0.0239
O 1.736 0.258 1.447 -0.2618 -0.4347 0.8222
P 1.242 -0.822 2.382 -0.0652 0.9059 -0.8797
C 0.010 -2.010 1.762 0.0617 0.1295 0.2628
P -1.293 -1.274 0.497 0.7646 1.3150 -0.4544
O -0.627 -0.067 -0.172 -0.3547 -0.6319 0.3735
C -2.185 -0.366 1.965 0.0697 -0.0964 -0.0706
C -2.650 0.923 1.678 0.0384 -0.0637 0.0130
C -3.391 1.644 2.596 -0.0107 0.0343 0.0770
C -3.711 1.090 3.834 -0.0150 0.1060 -0.0327
C -3.284 -0.191 4.129 0.1014 -0.0830 -0.0952
C -2.530 -0.904 3.195 -0.0913 0.0122 0.1988
C -3.045 -1.426 -0.229 0.2899 -0.0414 -0.2954
C -4.168 -1.996 0.347 -0.1811 -0.0933 0.1506
C -5.366 -2.089 -0.356 0.0574 0.0180 0.0491
C -5.461 -1.572 -1.638 0.0248 0.0104 -0.0069
C -4.345 -0.970 -2.213 -0.0182 0.0088 -0.0361
C -3.143 -0.912 -1.525 -0.2388 -0.0069 -0.0377
C 2.643 -1.716 3.071 0.0496 -0.2538 -0.0039
C 2.584 -3.053 3.432 0.1060 -0.0756 0.0262
C 3.689 -3.666 4.016 -0.0956 0.0256 -0.0650
C 4.845 -2.941 4.230 0.0631 0.0893 0.0022
C 4.912 -1.602 3.851 0.0475 -0.0473 0.0298
C 3.819 -0.990 3.272 -0.1202 -0.0346 -0.0202
C 0.564 -0.025 3.870 -0.0347 -0.0807 0.0889
C 0.241 1.324 3.834 -0.0665 -0.0184 -0.0410
C -0.234 1.954 4.977 -0.0264 0.1163 -0.0678
C -0.374 1.251 6.162 0.0151 -0.1250 0.0051
C -0.044 -0.100 6.206 -0.0554 0.1235 -0.0349
C 0.420 -0.729 5.063 0.0011 -0.1098 0.0678
H -0.467 -2.376 2.675 -0.0125 -0.2367 -0.0779
H 0.566 -2.825 1.294 0.0048 -0.0199 0.0086
H -2.424 1.345 0.706 0.0449 0.0109 -0.0289
H -3.724 2.647 2.349 -0.0200 0.0026 0.0245
H -4.283 1.657 4.560 -0.0107 0.0123 -0.0070
H -3.522 -0.639 5.086 -0.0069 -0.0096 0.0224
H -2.210 -1.905 3.465 -0.0058 -0.0448 0.0120
H -4.135 -2.366 1.367 0.0582 0.0059 -0.0225
H -6.224 -2.558 0.113 -0.0208 0.0097 -0.0267
H -6.394 -1.630 -2.185 -0.0088 0.0004 -0.0035
H -4.407 -0.545 -3.208 -0.0278 -0.0084 -0.0079
H -2.277 -0.451 -1.985 0.0943 0.0123 0.0649
H 1.699 -3.637 3.219 -0.0259 -0.0345 -0.0051
H 3.651 -4.719 4.258 -0.0099 -0.0369 0.0011
H 5.711 -3.424 4.665 0.0236 -0.0031 0.0109
H 5.827 -1.039 3.989 0.0325 -0.0204 0.0125
H 3.868 0.039 2.941 -0.0097 0.0093 -0.0080
H 0.354 1.867 2.904 0.0173 0.0115 -0.0133
H -0.499 3.003 4.933 -0.0057 0.0093 0.0119
H -0.743 1.748 7.051 -0.0071 0.0196 0.0118
H -0.149 -0.660 7.127 0.0003 0.0003 0.0161
H 0.685 -1.780 5.114 0.0288 0.0078 -0.0574
O 5.161 2.496 -2.414 0.2526 0.2702 -0.2233
C 4.221 2.031 -1.793 -0.6993 0.1835 0.9428
O 3.953 0.821 -1.514 1.1757 1.2817 -0.5130
C 3.187 3.150 -1.212 0.0664 -0.4047 -0.1135
C 3.565 4.518 -1.310 0.1704 -0.2590 -0.1519
C 2.697 5.475 -0.903 -0.1086 0.2119 0.0623
C 1.410 5.119 -0.416 0.0082 0.5080 -0.0243
C 0.429 6.068 -0.030 0.0980 -0.1347 -0.0375
C -0.791 5.644 0.409 -0.0980 -0.1856 0.0351
C -1.090 4.257 0.482 -0.1150 0.1757 0.0524
C -0.168 3.322 0.116 0.2642 0.1080 -0.0848
C 1.101 3.761 -0.339 0.5747 -0.8666 -0.0891
N 2.021 2.801 -0.705 0.5909 1.3497 -0.1765
H 4.539 4.739 -1.724 -0.0277 -0.0023 0.0071
H 2.968 6.525 -0.959 -0.0458 -0.0023 -0.0013
H 0.656 7.126 -0.096 0.0371 0.0118 -0.0054
H -1.542 6.370 0.696 -0.0226 -0.0272 0.0131
H -2.064 3.937 0.828 -0.0253 0.0194 0.0059
H -0.368 2.255 0.134 -0.0968 -0.0193 0.0426
Te 3.075 -4.964 -0.006 -0.0752 -0.6005 0.1946
```
Forces are in eV/Å.

Results
Orbital gap, eV: 5.6
F_max, eV/Å: 3.2
Net charge: -2
Energy above the lowest of the compared OMol25 structures with the same formula, charge and spin, kcal per mole: 2.1

***

# 6
Density functional theory data (ωB97M-V/def2-TZVPD) for a 2-piece molecular cluster, C3H12N3 overall.

Structure (XYZ):
```
18
Properties=species:S:1:pos:R:3:forces:R:3
C 1.463 1.721 1.113 0.0470 -0.3956 -0.0469
N 0.017 1.998 1.179 0.1229 0.3630 -0.1251
H 1.613 0.741 1.572 0.2034 0.0804 0.0333
H 2.119 2.441 1.626 -0.3298 -0.1202 -0.2289
H 1.778 1.637 0.065 0.0064 0.2099 0.1688
H -0.238 2.079 2.155 -0.0891 0.2939 0.0976
H -0.204 2.890 0.725 0.0614 -0.3525 0.3028
C 0.718 -1.892 -1.821 0.0771 -0.0385 0.0581
N 0.143 -0.922 -0.883 0.1303 0.1242 0.1933
C -1.016 -1.093 -0.305 -0.1903 -0.1202 0.3195
N -1.620 -0.222 0.470 0.6502 -0.1894 0.0593
H 1.591 -2.374 -1.372 -0.1787 0.0413 -0.1379
H 1.018 -1.355 -2.724 -0.0702 -0.2129 0.0670
H -0.044 -2.644 -2.067 0.3228 0.2700 0.0447
H 0.698 -0.104 -0.634 -0.2815 -0.1870 -0.2108
H -1.500 -2.062 -0.452 -0.0241 0.3872 -0.2537
H -1.135 0.633 0.842 0.0533 -0.0633 -0.5952
H -2.470 -0.521 0.893 -0.5111 -0.0903 0.2541
```
Forces are in eV/Å.

Results
Orbital gap, eV: 11.2
F_max, eV/Å: 0.7
Net charge: +1
Energy above the lowest of the compared OMol25 structures with the same formula, charge and spin, kcal per mole: 12.1

***

# 7
Density functional theory data (ωB97M-V/def2-TZVPD) for a 2-piece molecular cluster, CH6S4 overall.

Structure (XYZ):
```
11
Properties=species:S:1:pos:R:3:forces:R:3
C 0.114 -1.159 -0.502 -1.4388 -0.8046 -0.3278
S -1.134 -0.320 0.525 0.6602 0.6716 -0.3162
S -1.364 -1.610 2.048 -0.4041 -0.4576 0.5804
H -0.436 -1.949 -1.028 0.3012 0.1161 -0.1096
H 0.453 -0.428 -1.227 0.3596 0.0054 0.1124
H 0.867 -1.655 0.092 0.4118 0.3702 0.1517
H -2.628 -1.923 1.736 -0.0127 -0.3750 0.1125
S 2.118 2.733 -0.459 -0.2275 0.6791 0.7167
S 0.108 2.323 -0.759 -0.2216 -0.0535 -2.3449
H 2.748 1.550 -0.613 -0.6322 -0.2957 0.2421
H -0.847 2.437 0.188 1.2041 0.1438 1.1828
```
Forces are in eV/Å.

Results
SMILES string: CSS.SS
Orbital gap, eV: 8.4
F_max, eV/Å: 2.4
Net charge: 0
Energy above the lowest of the compared OMol25 structures with the same formula, charge and spin, kcal per mole: 22.6